(1)
{
  "formula": "C5H11NO",
  "method": "wB97M-V/def2-TZVPD",
  "symbols": ["C", "N", "C", "C", "C", "C", "O", "H", "H", "H", "H", "H", "H", "H", "H", "H", "H", "H"],
  "xyz": [[-2.1288, -0.7861, -1.5347], [-1.4098, -0.1054, -0.4914], [2.1740, 0.9179, 0.7570], [0.7316, 0.7638, 0.2483], [-0.1545, -0.5888, -0.0628], [0.1147, -0.6784, 1.3892], [0.9761, -1.2638, 2.0047], [-3.0843, -0.3415, -1.8002], [-2.2705, -1.8355, -1.3292], [-1.5503, -0.7408, -2.4736], [-1.5874, 0.8742, -0.3723], [2.7339, 1.6542, 0.1932], [2.6334, -0.0643, 0.6489], [2.2289, 1.1333, 1.8182], [0.9231, 1.0497, -0.7959], [0.0465, 1.5209, 0.6149], [0.3975, -1.2471, -0.7240], [-0.7741, -0.2623, 1.9096]],
  "homo_lumo_gap_ev": 9.2,
  "largest_force_ev_per_a": 4.48,
  "mol_weight_g_mol": 101.1,
  "e_tot_ev": -8898.425,
  "lumo_energy_ev": 0.9,
  "de_lowest_kj_mol": 315.72,
  "e_homo_ev": -8.35
}


(2)
{
  "formula": "C6H9NO",
  "method": "wB97M-V/def2-TZVPD",
  "symbols": ["O", "C", "C", "C", "C", "C", "N", "C", "H", "H", "H", "H", "H", "H", "H", "H", "H"],
  "xyz": [[2.3620, -0.6183, -1.0576], [2.0702, 0.0458, 0.0437], [1.0120, 1.1881, -0.1537], [0.6735, -0.1813, 0.6013], [-0.0013, -1.2731, -0.1210], [-1.4462, -1.0975, -0.3169], [-1.9851, 0.0722, -0.6189], [-2.1104, 1.0831, 0.1579], [2.8707, 0.1746, 0.7784], [0.4101, 1.3844, -1.0114], [1.2510, 1.9096, 0.6319], [0.4563, -0.0022, 1.6423], [0.2292, -2.2267, 0.3986], [0.5622, -1.4938, -1.0895], [-1.9091, -1.9522, -0.8062], [-1.7739, 1.0817, 1.1904], [-2.6710, 1.9057, -0.2690]],
  "homo_lumo_gap_ev": 5.0,
  "largest_force_ev_per_a": 3.84,
  "mol_weight_g_mol": 111.1,
  "e_tot_ev": -9899.059,
  "lumo_energy_ev": -2.1,
  "de_lowest_kj_mol": 631.52,
  "e_homo_ev": -7.09
}